Formula: C48H108F2NO4P3S2
Source: the OMol25 dataset
Level of theory: wB97M-V/def2-TZVPD

Properties
Kohn-Sham gap ... 10.6103 eV
E ... -116165.674 eV
Net charge ... +2
ΔE to the lowest compared entry with this formula, charge and spin ... 377.6 kJ/mol

```
168
Properties=species:S:1:pos:R:3:forces:R:3:mulliken_charge:R:1
S 1.566634 -1.372803 -2.220857 8.3 -5.6 -2.3 0.78
S 0.142633 0.023977 -0.852361 -1.1 1.8 2.4 -0.13
P -0.681590 4.146888 1.518151 0.2 0.1 -0.4 0.69
P -1.082324 0.027197 -5.474841 -2.3 1.1 -1.2 1.90
P 1.046427 -3.766444 4.214558 2.1 0.6 -0.8 0.79
F -1.420545 0.075298 -0.636204 -0.5 -0.4 -1.1 -0.28
F 1.875388 -1.968916 -3.737934 -1.6 0.4 0.4 -0.39
O 0.448350 1.443385 -0.654323 0.1 -1.6 -2.1 -0.64
O 1.564763 -2.621468 -1.477220 -0.2 1.8 -0.4 -0.42
O 0.540559 -0.763668 0.290016 0.2 -0.2 -1.4 -0.13
O 2.737888 -0.509234 -2.213102 -1.7 0.0 1.4 -0.63
N 0.230581 -0.728125 -2.418529 -3.7 3.8 3.1 0.28
C 2.643550 1.865364 -5.323755 -0.4 -0.3 0.9 -0.78
C 1.400918 -4.698676 5.751498 1.4 0.0 -0.7 -0.57
C 1.094823 5.497948 -2.553261 0.2 0.1 0.9 -0.82
C -2.489282 5.834901 4.945981 -0.3 -0.7 0.2 -0.93
C 1.034583 4.654491 1.822318 0.4 -0.1 -1.1 -1.49
C 2.721941 -1.245186 5.792114 1.0 1.3 0.9 0.26
C 1.191726 1.542481 -4.900216 1.0 -0.7 -0.9 0.33
C 4.527820 -3.490798 0.358605 -0.4 0.5 -0.8 -1.02
C 3.113611 -4.501400 2.264163 1.7 -1.6 -0.7 -0.41
C 2.666130 -6.607634 6.838596 -0.1 0.0 2.3 -0.79
C 2.654320 -3.380911 3.141340 -0.8 0.2 1.0 -0.72
C 0.013976 -4.696285 2.993116 -0.9 0.7 -0.4 -1.24
C -1.632429 5.330084 2.472149 -0.4 -0.7 0.5 -0.99
C -3.952176 2.524532 -3.453895 -0.4 -0.3 0.8 -1.20
C 2.087359 4.001531 0.886173 0.3 -0.3 0.5 0.25
C 2.517913 2.610313 1.343600 0.1 -0.4 1.1 0.22
C -1.357098 -4.542114 0.725870 0.7 0.1 0.5 -0.65
C -0.436483 -3.836612 1.749010 0.8 0.2 0.8 0.76
C -2.864173 -2.240941 -5.363257 -1.2 -1.1 0.5 -0.74
C -1.946004 0.197245 -9.549806 0.7 -0.4 -0.6 -0.53
C 1.233668 -1.327987 5.883094 0.0 -0.8 0.1 -0.95
C -3.085282 -3.683684 -4.764745 -0.3 -0.1 -0.2 -1.13
C 2.395453 -5.857642 5.588471 -0.6 -1.5 -1.7 -0.66
C -0.915976 5.853537 -0.833950 0.8 -0.2 0.1 -1.34
C -2.521084 2.028306 2.178227 1.2 1.0 1.5 -0.28
C -1.500706 -1.649451 -5.005278 0.2 -0.9 0.6 -0.15
C -3.372575 1.325233 -4.266412 -0.4 0.3 0.6 -0.60
C -1.827457 1.349782 -4.372583 -0.8 -0.7 -0.2 -0.07
C -1.986305 0.152369 -7.093299 1.1 0.7 0.7 -1.53
C -2.903500 -3.901439 -3.259320 0.6 0.0 -0.3 -0.82
C 3.482101 2.423481 2.564930 -0.4 0.7 -1.0 -1.27
C -3.733793 4.892927 5.119640 0.8 1.5 -0.5 -0.82
C 3.282570 2.953202 -4.455773 -0.2 0.3 -0.9 -1.20
C -1.204061 4.445528 -0.256756 1.0 -0.3 0.5 0.36
C 3.237944 -0.309927 6.918211 0.6 -0.3 -0.1 -1.67
C 0.498959 -2.092578 4.811551 -1.1 -0.5 -1.7 -0.71
C -1.120272 -0.005464 -10.851537 -1.1 -0.1 0.0 -1.38
C -2.320750 0.919634 4.539273 -0.7 0.9 0.0 -1.08
C -0.663450 -5.615601 -0.130633 -0.5 0.3 -0.4 -1.11
C -1.006085 2.411986 2.098557 -1.1 0.5 -1.3 0.67
C 4.565186 -4.283894 1.606789 -0.8 -0.3 1.0 -0.88
C -2.701916 0.779150 3.041891 0.3 0.1 0.4 -0.38
C 1.414854 -7.093306 7.591691 0.2 1.2 0.1 -1.18
C 0.656857 0.371398 -5.729637 0.5 -1.0 0.0 -1.65
C -1.452981 5.219806 4.008693 0.9 0.4 0.0 -0.58
C 0.554940 6.236394 -1.299273 -0.8 -0.3 -0.6 -0.54
C -1.279970 -0.461306 -8.318925 -1.0 0.7 -0.4 -0.34
C -3.773690 2.368819 -1.936559 0.0 -0.4 -0.5 -0.67
H 0.768686 -0.344933 5.957236 0.0 0.0 0.0 0.49
H 3.503491 -3.117069 3.771731 -0.3 -0.1 0.6 0.70
H -2.220719 -4.972367 1.232968 0.1 -0.3 0.3 0.43
H 1.234945 1.070803 -3.918509 -0.2 1.1 0.5 -0.20
H -3.559577 3.507689 -3.713446 0.3 -0.1 -0.5 0.40
H -1.922471 6.038618 5.854451 -0.4 -0.3 0.4 0.40
H 3.339463 -7.464103 6.804154 0.1 0.1 -0.9 0.44
H -0.541066 2.267371 3.073727 0.2 0.0 -0.2 0.92
H -0.527874 5.713280 4.306645 0.3 0.3 -0.5 0.34
H -3.127537 -2.298584 -6.419389 0.6 0.0 -0.2 0.36
H 1.959611 -3.993250 6.366601 -0.5 0.4 0.3 0.60
H -3.860658 1.294508 -5.240539 0.1 0.0 -0.1 0.34
H 3.149636 -5.428354 2.836488 0.3 0.0 0.4 0.21
H -4.301035 3.173136 -1.423640 0.7 0.4 0.1 0.54
H 2.853698 2.020942 0.490384 -0.1 -0.1 0.1 0.71
H -1.379099 6.308541 2.064034 -0.1 0.1 0.2 0.80
H 1.684500 -7.568506 8.534861 -0.1 -0.5 -0.4 0.40
H 5.060798 -5.238863 1.432118 -0.3 -0.2 0.1 0.36
H -2.031520 1.273459 -9.399593 0.1 0.1 0.2 0.36
H -5.035005 2.618319 -3.536222 0.0 -0.3 -0.8 0.40
H 0.962186 0.311373 -6.774275 -0.6 0.8 -0.3 0.70
H 1.813309 6.227377 -2.927199 -0.2 -0.2 -0.9 0.47
H -2.502336 -0.012435 5.074419 0.2 0.0 -0.1 0.45
H 1.089616 5.720353 1.600907 -0.5 0.2 0.1 0.43
H -1.620190 2.362691 -4.717772 0.8 -0.2 -0.2 0.82
H 1.990976 -6.591272 4.891139 -0.3 0.0 -0.4 0.37
H -0.596819 1.773974 1.315268 0.6 0.0 0.3 -1.24
H -4.091050 -4.054292 -4.962702 -0.5 0.8 -0.2 0.48
H -3.020043 2.002589 1.209479 0.2 -0.2 0.0 0.28
H 3.186932 1.496126 3.055841 0.3 0.1 0.2 0.09
H 2.925707 4.687448 0.764502 0.1 0.0 0.1 0.55
H 0.471369 -4.987733 6.241886 0.0 0.0 -0.1 0.52
H 0.301983 5.190634 -3.235210 0.2 0.4 -0.3 0.17
H 1.668030 3.864204 -0.110520 -0.2 0.2 0.0 -0.54
H -2.274558 4.259074 -0.342522 -0.1 -0.1 0.4 0.35
H 0.558824 2.420021 -5.032320 0.0 0.0 0.5 0.40
H -2.983018 2.804443 2.788428 -0.5 0.3 -0.2 0.11
H -0.847424 -5.165995 3.467951 0.0 0.1 0.3 0.72
H 0.219460 -5.291834 -0.681770 0.2 0.4 0.4 0.20
H 1.599203 2.182008 1.744367 -0.2 -0.5 -0.6 -0.61
H 0.515549 -3.505564 1.334104 0.0 -0.2 -0.8 -0.26
H 0.824216 -6.237941 7.919688 -0.2 0.1 0.0 0.28
H 0.632834 -5.495042 2.584336 0.3 -0.1 0.4 0.60
H -1.381325 6.580908 -0.168768 0.4 0.3 0.1 0.41
H 4.033335 -2.539229 0.553810 0.0 0.2 -0.2 0.19
H -1.219478 4.205509 4.332365 -0.5 -0.4 -0.2 0.33
H -1.384738 -1.809620 -3.933368 0.4 0.2 0.0 -0.47
H 3.963822 -3.987447 -0.430913 0.2 0.1 -0.2 0.25
H -1.663486 0.301985 -11.745127 -0.3 0.4 0.2 0.43
H -3.774305 0.599986 2.964501 0.1 -0.7 0.2 0.48
H 3.111083 -2.252750 5.938685 0.4 0.1 -0.1 0.15
H -0.834119 -2.871611 2.063263 -0.6 -0.1 0.3 -0.26
H 0.489667 -1.543856 3.869786 -0.1 0.3 -0.1 0.10
H -4.479395 5.258983 5.825458 0.2 0.1 0.0 0.41
H -3.683262 -1.652170 -4.950302 0.1 0.4 0.2 0.27
H -3.010409 -0.204909 -6.985293 0.1 -0.2 0.1 0.70
H -3.686655 -3.442287 -2.656025 -0.1 0.0 -0.1 0.33
H 0.527927 7.272528 -1.636604 -0.5 0.2 0.3 0.51
H -0.209952 -0.270353 -8.400841 0.0 0.0 0.4 0.28
H -3.451420 3.877229 5.396614 0.1 0.1 -0.1 0.07
H -1.568911 5.886877 -1.706112 0.2 0.1 -0.3 0.56
H 5.287042 -3.715986 2.193737 -0.4 -0.2 1.1 0.33
H 1.714239 4.622064 -2.360255 -0.3 -0.2 0.4 0.04
H -1.420878 1.169147 -3.377522 0.3 0.3 0.0 -0.77
H -4.285801 1.495603 -1.532413 0.2 -0.4 -0.3 0.43
H -1.352857 -5.868835 -0.936053 -0.1 -0.4 0.1 0.35
H 2.435296 -4.832355 1.477738 -0.2 0.7 -0.4 0.20
H -2.591472 -4.482794 -5.317631 1.0 0.4 0.0 0.47
H 3.200414 0.935247 -5.210205 0.1 -0.1 -0.2 0.40
H 2.930171 3.892005 -4.883055 0.0 0.3 0.4 0.38
H 3.365918 -5.606425 5.160453 -0.2 0.7 -0.1 0.24
H 1.152504 -0.549931 -5.423717 0.2 -0.1 0.6 0.47
H 2.787073 0.682293 6.936151 -0.7 -0.2 0.0 0.37
H -1.939710 -3.559779 -2.881857 0.1 0.1 0.0 0.16
H -2.629254 5.063711 2.120734 -0.5 0.4 0.4 0.46
H 1.211357 4.572076 2.894724 0.2 -0.3 0.0 0.66
H -2.922709 1.672892 5.047560 -0.6 0.0 -0.1 0.21
H -0.713149 -2.223914 -5.492978 0.2 -0.3 0.0 0.72
H 1.387086 6.232728 -0.595261 -0.5 -0.2 0.7 0.23
H -1.834602 -3.773308 0.118393 0.4 0.1 -0.3 0.28
H 2.486048 -2.466650 2.572212 -0.6 0.1 0.0 0.28
H 3.164199 -0.802130 7.887946 -0.1 0.3 0.1 0.40
H 5.559833 -3.285922 0.073870 -0.2 0.0 -0.5 0.44
H -2.095747 -0.061260 2.703706 -0.4 -0.2 -0.6 0.01
H -1.461557 -1.535914 -8.337794 0.2 -0.1 -0.1 0.29
H 1.026145 -1.882476 6.798275 -0.1 0.4 0.4 0.28
H 3.225365 -5.883640 7.431219 0.0 -0.1 0.8 0.35
H -4.178606 4.939395 4.125613 -0.4 -0.6 0.0 0.25
H 4.361464 2.959540 -4.610820 0.0 -0.1 0.3 0.43
H 3.176243 -0.795938 4.908996 -0.6 -0.4 -0.6 0.15
H 0.762571 -7.666522 6.932861 0.1 -0.5 0.3 0.30
H 3.023407 2.925640 -3.397396 0.1 -0.3 -0.1 0.07
H -3.666090 0.440354 -3.701661 -0.2 -0.2 -0.2 0.31
H -2.742551 6.835734 4.596276 -0.4 -0.1 -0.2 0.37
H 3.360363 3.267884 3.243345 0.0 -0.1 0.3 0.34
H -2.703297 2.263800 -1.759573 -0.1 0.3 0.8 -0.11
H 4.536154 2.377831 2.291115 -0.1 0.0 -0.1 0.40
H -0.222588 0.612514 -10.832374 0.2 -0.4 0.1 0.33
H -0.540019 -2.136622 5.138176 -0.2 -0.3 -0.2 0.60
H -2.971195 -0.171665 -9.580998 0.0 -0.1 -0.5 0.39
H -2.899807 -4.980976 -3.108760 -0.2 0.0 0.3 0.41
H -1.337001 1.324727 4.776430 0.5 -0.6 -0.4 0.19
H -0.933093 -1.054711 -11.079860 0.5 0.0 0.4 0.33
H 4.276925 -0.029760 6.744629 0.2 -0.5 0.1 0.42
H 2.674570 2.203286 -6.359589 0.0 -0.2 -0.1 0.39
H -0.725133 3.682866 -0.870820 0.1 -0.2 0.0 -0.17
H -2.081496 1.230876 -7.219186 0.1 0.2 -0.3 0.67
H -0.419645 -6.519015 0.428376 -0.1 0.0 0.0 0.38
```
Positions in Å, forces in eV/Å.